1.
Molecular formula: C16H41N3O6P2SSi
Method: DFT, the ωB97M-V functional and the def2-TZVPD basis

Its HOMO energy is -7.924 eV. As for the lowest unoccupied orbital energy: 0.3 eV.

```
70
Properties=species:S:1:pos:R:3:lowdin_charge:R:1
C -0.85588 0.47763 0.03494 -0.334
P 0.63601 -0.68164 0.00738 0.759
C -0.10686 -2.40217 -0.08783 -0.319
Si 1.62843 -0.31823 1.94248 0.366
C 2.87531 -1.66026 2.45205 -0.287
C 2.99680 -2.86305 1.45677 -0.251
C 4.52870 -3.20336 1.26950 -0.204
C 4.95622 -2.63407 -0.12991 -0.211
S 4.55998 -3.81192 -1.48399 0.672
O 5.75565 -4.62957 -1.76007 -0.314
O 4.09150 -3.04029 -2.65200 -0.327
O 3.38858 -4.85436 -1.00928 -0.161
C 2.47346 1.38339 2.10702 -0.255
C 3.28826 1.84415 0.86633 -0.730
N 3.77458 3.24011 1.13711 0.045
N 4.49457 1.02523 0.64992 0.082
N 2.51365 1.94225 -0.35388 0.069
P 0.01784 -0.34885 3.51585 0.550
O -0.59560 -1.74314 3.65680 -0.555
H -1.39247 0.48278 -0.92616 0.013
H -0.48685 1.47058 0.34249 0.030
H -1.52563 0.12960 0.83874 0.014
H -1.14596 -2.29886 -0.44386 0.030
H 0.42053 -2.92794 -0.90631 0.015
H -0.03455 -2.99987 0.82971 0.031
H 3.84649 -1.17604 2.65655 0.062
H 2.55647 -2.07830 3.42707 0.078
H 2.54702 -3.75095 1.92229 0.115
H 2.59843 -2.64317 0.45812 0.042
H 5.16836 -2.71864 2.01869 0.103
H 4.72008 -4.28477 1.33504 0.109
H 6.00853 -2.32656 -0.17094 0.108
H 4.36629 -1.72262 -0.32747 0.081
H 2.53206 -4.41301 -1.00231 0.068
H 1.74491 2.14019 2.44967 0.077
H 3.19745 1.28589 2.94479 0.079
H 2.92141 3.79484 1.21057 0.069
H 4.16795 3.27416 2.07335 0.066
H 5.03074 1.08021 1.51492 0.072
H 5.05002 1.58140 0.00379 0.083
H 2.62274 2.84767 -0.78348 0.074
H 2.76546 1.18900 -0.97725 0.055
H -0.98583 0.58701 3.09554 -0.032
H 0.63384 0.11200 4.72982 -0.023
C -4.35394 0.20573 -3.62934 -0.168
C -4.41619 -1.22108 -4.15141 -0.173
C -3.06403 -1.77169 -3.72717 -0.200
O -2.70290 -1.08530 -2.52176 -0.160
C -3.58855 0.02744 -2.33121 -0.214
H -5.33139 0.66567 -3.48616 0.113
H -3.78044 0.83041 -4.31982 0.117
H -5.21755 -1.76692 -3.64571 0.114
H -4.58357 -1.28963 -5.22600 0.112
H -2.29562 -1.56396 -4.47934 0.119
H -3.08572 -2.84682 -3.54181 0.117
H -4.26396 -0.21760 -1.50357 0.123
H -3.01482 0.91142 -2.06055 0.088
C -4.51433 3.44577 1.58187 -0.170
C -5.25100 4.16460 0.46492 -0.173
C -4.30410 3.97359 -0.70754 -0.197
O -3.63244 2.72470 -0.49520 -0.160
C -3.88986 2.27685 0.84052 -0.206
H -5.15798 3.13211 2.40311 0.114
H -3.73214 4.09275 1.98894 0.115
H -6.20183 3.66342 0.26409 0.115
H -5.45767 5.21318 0.67702 0.113
H -3.54703 4.76444 -0.74055 0.118
H -4.82202 3.94927 -1.66775 0.117
H -4.58023 1.42778 0.78557 0.121
H -2.95937 1.93743 1.29634 0.094
```

***

2.
Molecular formula: C16H42Br9N7O4P2
Method: DFT, the ωB97M-V functional and the def2-TZVPD basis

The expectation value of S² is 0.755. Its spin multiplicity is 2. The net charge is -1. Its HOMO energy (alpha / beta) is -1.439 / -5.851 eV. As for the lowest unoccupied orbital energy (alpha / beta): 0.9 / 0.9 eV.

```
80
Properties=species:S:1:pos:R:3:lowdin_charge:R:1
C 17.88248 10.58066 8.61515 -0.056
N 19.13551 10.18855 7.82261 -0.420
O 20.18951 10.52346 8.30833 0.044
O 18.97340 9.59026 6.78639 0.054
H 17.08168 10.68134 7.88256 0.045
H 17.82857 11.56860 9.07250 -0.010
H 17.53269 9.77472 9.26028 -0.011
O 22.44910 15.81751 10.93131 -0.277
P 21.20008 15.81794 10.20424 0.634
N 19.79922 15.67987 11.24271 -0.302
C 19.85184 14.79093 12.38493 -0.138
C 18.48040 15.95833 10.82328 -0.170
N 21.01298 14.46989 9.08895 -0.274
C 19.79433 14.15388 8.32690 -0.139
C 21.98872 13.37981 9.06428 -0.121
N 20.92064 17.28624 9.27398 -0.292
C 21.03204 18.55562 10.00118 -0.133
C 21.49256 17.34549 7.87417 -0.105
H 19.13698 15.10806 13.14421 0.079
H 20.84332 14.76853 12.83721 0.080
H 19.42873 13.80188 12.20928 -0.007
H 18.05529 15.03451 10.43093 0.051
H 18.39010 16.67072 10.00325 0.066
H 17.77903 16.40448 11.52836 0.085
H 19.95678 13.53566 7.44400 0.074
H 19.05081 13.61923 8.91802 0.050
H 19.28401 15.06797 8.02340 -0.005
H 22.91553 13.75072 9.50194 0.068
H 21.68689 12.40836 9.45580 0.068
H 22.28911 13.20793 8.03068 0.076
H 20.85245 19.44196 9.39270 0.075
H 20.38199 18.52793 10.87569 0.073
H 22.06737 18.62943 10.33394 0.073
H 20.98359 16.70719 7.15194 0.059
H 22.53736 17.03667 7.84056 0.073
H 21.42726 18.32181 7.39393 0.071
O 15.54056 7.98067 0.62811 -0.324
P 16.93852 7.69340 1.10880 0.617
N 17.48693 6.13556 0.49741 -0.313
C 16.94330 5.56043 -0.68493 -0.142
C 18.69993 5.51219 1.07123 -0.129
N 17.14527 7.73168 2.83557 -0.303
C 16.82392 6.46565 3.61157 -0.077
C 16.78528 8.97401 3.54802 -0.114
N 18.15489 8.72255 0.55343 -0.306
C 18.22606 9.29020 -0.81870 -0.109
C 19.56070 8.59228 1.11869 -0.102
H 16.84175 6.29630 -1.48260 0.069
H 15.94642 5.16033 -0.49987 0.080
H 17.65707 4.84275 -1.08936 0.078
H 19.13597 6.15311 1.83752 0.056
H 19.39517 5.37267 0.24341 0.074
H 18.50355 4.54453 1.53293 0.076
H 16.95678 5.54979 3.03568 0.059
H 17.45311 6.36803 4.49627 0.054
H 15.78130 6.62861 3.88445 0.081
H 17.19062 9.00693 4.55931 0.076
H 17.17514 9.83279 3.00156 0.065
H 15.70911 9.14290 3.51017 0.079
H 18.82350 8.63337 -1.45095 0.072
H 17.19834 9.23414 -1.17753 0.069
H 18.58846 10.31761 -0.85343 0.075
H 20.12787 9.52171 1.06795 0.077
H 19.97552 7.79104 0.50710 0.059
H 19.61015 8.21199 2.13900 0.064
C 18.81301 10.32583 12.80309 -1.469
Br 17.50408 11.56237 11.93380 0.557
Br 20.55431 11.16920 12.98471 0.587
Br 18.82070 8.62813 11.74796 0.553
H 18.43524 9.98451 13.76688 -0.028
C 16.17289 14.10881 6.59186 -1.482
Br 17.01265 15.92821 6.78091 0.532
Br 15.74010 13.55649 8.43825 0.574
Br 17.20311 12.83497 5.57081 0.627
H 15.24189 14.27585 6.05016 -0.029
C 15.35990 6.10518 8.10117 -1.595
Br 14.05643 4.71463 8.78222 0.224
Br 17.12147 5.38514 7.61848 0.323
Br 15.49408 7.73102 9.23264 0.319
H 15.14171 6.49294 7.10612 -0.089
```

***

3.
Molecular formula: C16H42F6O13S2Sn
Method: DFT, the ωB97M-V functional and the def2-TZVPD basis

The expectation value of S² is 0.761. Its spin multiplicity is 2. The net charge is +1. Its HOMO energy (alpha / beta) is -11.550 / -11.239 eV. As for the lowest unoccupied orbital energy (alpha / beta): -7.5 / -8.4 eV.

```
80
Properties=species:S:1:pos:R:3:lowdin_charge:R:1
Sn -5.60084 21.17994 -28.78477 1.821
C -7.02440 15.82154 -28.23004 -0.609
F -7.18322 15.93577 -26.92246 0.151
F -6.76312 14.51875 -28.54719 0.118
F -8.13181 16.25220 -28.84541 0.125
S -5.57599 16.79691 -28.99915 0.566
O -5.68056 16.49281 -30.42281 -0.314
O -5.87860 18.20337 -28.74009 -0.428
O -4.38509 16.26358 -28.25733 -0.276
C -0.23771 19.81183 -29.25768 -0.543
F -0.35142 21.15799 -29.39540 0.118
F -0.12459 19.31273 -30.54528 0.108
F 0.89754 19.42960 -28.66663 0.161
S -1.77072 19.23876 -28.23844 0.579
O -2.88399 20.03709 -28.77457 -0.398
O -2.00249 17.81340 -28.54384 -0.095
O -1.53566 19.48627 -26.83527 -0.164
C -4.81099 16.80209 -25.02037 -0.073
C -4.54294 15.32159 -25.24247 -0.339
O -3.15498 15.08853 -25.17598 -0.067
H -5.86693 16.96585 -25.23544 0.051
H -4.26336 17.49048 -25.66405 0.067
H -4.64961 16.85699 -23.94378 0.079
H -4.89422 15.00485 -26.22450 0.079
H -4.97891 14.59455 -24.55731 0.115
H -2.92460 14.83487 -24.27921 0.083
C -8.30802 13.69361 -24.64094 -0.065
C -9.69176 13.98722 -24.05361 -0.344
O -9.62115 14.38380 -22.73069 -0.063
H -7.94837 12.74043 -24.25338 0.084
H -7.65819 14.56215 -24.53385 0.058
H -8.33304 13.64265 -25.72946 0.053
H -10.29876 13.10664 -24.26391 0.114
H -10.16364 14.87963 -24.46474 0.091
H -10.40117 14.92303 -22.58105 0.085
C -10.41300 19.00971 -28.07282 -0.074
C -9.70341 20.35280 -28.01802 -0.279
O -8.58908 20.26590 -28.92962 -0.173
H -9.74455 18.15468 -27.97190 0.060
H -10.98571 18.89950 -28.99367 0.089
H -11.08100 18.94855 -27.21367 0.088
H -9.21608 20.44626 -27.04752 0.109
H -10.42742 21.16717 -27.99168 0.120
H -8.93746 20.06312 -29.80089 0.093
C -3.19032 18.57167 -31.99412 -0.061
C -4.15196 19.74888 -32.22356 -0.292
O -5.34263 19.64080 -31.45772 -0.163
H -3.61233 17.68061 -32.45889 0.075
H -2.93124 18.25225 -30.98469 0.052
H -2.23055 18.74669 -32.48024 0.085
H -4.21651 19.78094 -33.31117 0.113
H -3.68496 20.66132 -31.85281 0.105
H -5.80512 18.85303 -31.75291 0.035
C -4.05230 12.70949 -32.06581 -0.080
C -4.04454 13.11838 -30.62757 -0.316
O -3.63791 14.41416 -30.34492 -0.004
H -4.58761 11.77266 -32.22037 0.084
H -3.06095 12.64297 -32.51404 0.077
H -4.46604 13.42624 -32.77517 0.069
H -3.53136 12.36017 -30.03608 0.126
H -5.06348 13.03775 -30.24895 0.111
H -4.32743 15.04839 -30.55449 0.033
C -12.17170 15.26735 -26.97163 -0.090
C -11.27297 15.03820 -28.15279 -0.323
O -10.40172 13.91447 -28.07101 -0.052
H -12.79567 14.40498 -26.73697 0.080
H -12.94321 15.99325 -27.22845 0.076
H -11.56694 15.55032 -26.11006 0.054
H -10.69985 15.96248 -28.22592 0.077
H -11.91479 15.07127 -29.03317 0.112
H -9.48118 14.18173 -28.01818 0.048
C -6.59807 18.30391 -34.06373 -0.074
C -7.42739 17.21420 -33.39840 -0.283
O -7.69904 17.55376 -32.05122 -0.094
H -6.73150 19.36271 -33.84183 0.081
H -6.54472 18.16334 -35.14331 0.087
H -5.60689 18.08612 -33.66594 0.044
H -6.80116 16.32610 -33.31349 0.117
H -8.33764 16.97257 -33.94719 0.115
H -7.07693 17.05586 -31.51580 0.015
```

***

4.
Molecular formula: C16H42NO9P2S
Method: DFT, the ωB97M-V functional and the def2-TZVPD basis

The net charge is +1. Its HOMO energy is -11.098 eV. As for the lowest unoccupied orbital energy: -4.0 eV.

```
71
Properties=species:S:1:pos:R:3:lowdin_charge:R:1
C 1.16906 -1.40442 -6.26830 -0.075
C 1.23909 -2.88738 -5.70818 -0.267
O -0.04087 -3.41552 -5.25272 -0.394
S -1.05169 -3.67340 -6.56722 1.137
N -1.90622 -5.13504 -6.29220 -0.147
C -2.18726 -2.22557 -6.56162 -0.346
C -3.60980 -2.48817 -5.92023 -0.123
H 0.38457 -1.28041 -7.06945 0.064
H 0.89339 -0.73143 -5.40237 0.099
H 2.16726 -1.16128 -6.71113 0.099
H 1.67598 -3.56319 -6.50230 0.126
H 1.91437 -2.85085 -4.80654 0.140
H -2.47679 -5.33088 -7.13194 0.090
H -1.19501 -5.88550 -6.30838 0.085
H -2.33322 -1.77048 -7.58575 0.118
H -1.70474 -1.40738 -5.94654 0.108
H -4.17825 -1.51314 -6.01098 0.101
H -4.22613 -3.25545 -6.45966 0.083
H -3.54881 -2.70508 -4.81312 0.089
O -1.50038 -0.66371 0.83646 -0.232
P -1.51987 -2.06905 0.23657 0.693
O -1.83562 -2.93546 1.60616 -0.215
C -3.16378 -2.96139 2.11877 -0.289
C -4.08365 -3.81147 1.25925 -0.088
O 0.13435 -2.26343 0.20856 -0.243
C 0.98858 -1.11880 0.15396 -0.300
C 1.44307 -0.70076 1.54343 -0.066
O -1.66218 -3.50461 -0.67334 -0.216
C -1.20284 -3.51364 -2.03391 -0.280
C 0.29282 -3.77120 -2.16095 -0.075
H -3.54910 -1.93996 2.21012 0.112
H -3.10956 -3.38639 3.12204 0.122
H -4.22608 -3.35935 0.27418 0.062
H -5.06332 -3.91741 1.72875 0.080
H -3.65610 -4.80342 1.10227 0.082
H 0.49629 -0.29376 -0.36587 0.102
H 1.86420 -1.38235 -0.44726 0.109
H 0.63088 -0.68770 2.26844 0.078
H 1.90703 0.28717 1.51236 0.064
H 2.18183 -1.41348 1.91827 0.080
H -1.48718 -2.57928 -2.53122 0.105
H -1.73738 -4.32878 -2.52807 0.114
H 0.85212 -2.83245 -2.12040 0.064
H 0.52605 -4.22314 -3.12732 0.050
H 0.66123 -4.42005 -1.36714 0.098
O 3.55876 5.51374 4.08237 -0.236
P 2.06500 5.20605 4.17695 0.693
O 1.85477 5.42502 5.80165 -0.220
C 1.77928 6.74912 6.31666 -0.295
C 0.46167 7.41769 5.96314 -0.089
O 2.23470 3.54833 4.18245 -0.244
C 3.38531 2.94432 3.59086 -0.303
C 4.46563 2.67598 4.62730 -0.071
O 0.38363 4.99435 4.01252 -0.219
C -0.13451 4.45716 2.78091 -0.268
C -0.09985 2.93580 2.72721 -0.078
H 2.62675 7.34065 5.95265 0.111
H 1.86843 6.67443 7.40171 0.119
H 0.38531 7.58522 4.88605 0.064
H 0.37120 8.38353 6.46404 0.078
H -0.38026 6.78682 6.25370 0.081
H 3.76666 3.55881 2.77252 0.104
H 3.07203 1.99590 3.14354 0.098
H 4.62735 3.52114 5.29406 0.074
H 5.40905 2.42166 4.13973 0.078
H 4.16905 1.83377 5.25775 0.076
H 0.39646 4.89507 1.92986 0.114
H -1.17539 4.78149 2.72447 0.115
H 0.85217 2.58406 2.32217 0.051
H -0.87526 2.55500 2.05638 0.077
H -0.23429 2.49329 3.71389 0.092
```